No. 1
Below is a molecular structure, C4H4ClHfO12 at a distorted geometry, with properties calculated with ωB97M-V/def2-TZVPD.

```
22
Properties=species:S:1:pos:R:3:lowdin_charge:R:1
Hf 16.912 -3.352 15.458 1.949
Cl 15.839 -4.569 13.297 -0.115
O 15.012 0.210 13.989 0.175
C 15.623 -0.931 14.413 -0.709
O 16.822 -1.273 14.210 -0.096
O 15.061 -1.917 14.914 -0.070
H 15.768 0.795 13.896 0.124
O 14.533 -5.866 18.031 0.194
C 15.219 -5.011 17.290 -0.793
O 14.960 -3.871 16.991 0.021
O 16.279 -5.298 16.706 -0.099
H 14.852 -6.742 17.801 0.134
O 20.790 -4.503 13.819 0.244
C 19.645 -4.155 14.331 -0.812
O 18.974 -4.967 14.962 0.150
O 19.105 -3.094 14.239 0.140
H 20.934 -5.425 14.043 0.152
O 18.742 -1.511 19.010 0.148
C 18.208 -2.121 17.910 -0.755
O 17.165 -1.760 17.325 -0.062
O 18.594 -3.180 17.438 -0.040
H 19.543 -1.945 19.310 0.120
```

- ⟨S²⟩: 0.764
- Total charge: 0
- DFT total energy: -1566.03784 hartree
- Multiplicity: 2

=====

No. 2
Below is 2 unconnected molecules or ions with the total composition H6NO at a distorted geometry, with properties calculated with ωB97M-V/def2-TZVPD.

```
8
Properties=species:S:1:pos:R:3:lowdin_charge:R:1
O 0.520 -2.297 2.199 -0.098
H 0.471 -3.236 1.908 0.052
H -0.332 -2.136 2.664 0.047
N -0.132 1.534 -1.354 0.313
H -1.135 1.268 -1.389 0.171
H -0.048 2.537 -1.102 0.172
H 0.301 1.373 -2.284 0.172
H 0.354 0.956 -0.642 0.171
```

- Total charge: +1
- Energy above the lowest of the compared OMol25 structures with the same formula, charge and spin: 70.0 kJ/mol